(1)
DFT (ωB97M-V/def2-TZVPD) results for a 5-piece molecular cluster, H16N5 overall.

```
21
H16N5 | the Open Molecules 2025 dataset | ωB97M-V/def2-TZVPD
N -0.24 -0.92 0.04
H 0.62 -1.41 -0.29
H -0.53 -1.30 1.12
H -0.18 0.14 0.06
H -1.07 -1.10 -0.57
N -0.55 -1.19 2.67
H -0.95 -2.08 2.94
H -1.24 -0.47 2.90
H 0.37 -1.16 3.08
N 1.32 1.48 -0.03
H 1.13 1.73 -0.99
H 2.17 1.01 0.23
H 1.35 2.44 0.36
N 1.59 -1.40 -2.12
H 2.04 -2.28 -2.30
H 2.34 -0.70 -2.02
H 0.91 -1.20 -2.85
N -2.24 2.01 -0.56
H -1.33 1.62 -0.79
H -2.12 2.54 0.28
H -2.71 2.45 -1.33
```

The calculation puts the LUMO energy at -2.882 eV. As for the net charge: +1. For the HOMO-LUMO gap, the calculation gives 0.3755 hartree. The calculation puts the relative energy (zero: lowest compared OMol25 entry of this formula, charge and spin) at 27.88 kcal per mole. As for the HOMO energy: -13.101 eV.

(2)
DFT (ωB97M-V/def2-TZVPD) results for C37H44N8O4PS3Sr as an isolated structure.

```
98
C37H44N8O4PS3Sr | the Open Molecules 2025 dataset | ωB97M-V/def2-TZVPD
Sr -8.66 -17.41 7.74
C -10.39 -11.98 9.41
S -9.05 -12.82 10.20
C -9.09 -14.48 9.71
S -10.42 -15.03 8.88
N -8.13 -15.15 10.34
N -8.18 -16.48 10.24
C -7.33 -17.10 11.06
C -7.34 -18.53 11.24
C -6.66 -19.17 12.35
C -6.89 -20.53 12.63
C -7.67 -21.24 11.71
C -8.14 -20.57 10.58
N -8.06 -19.26 10.36
H -11.04 -11.47 10.16
H -11.01 -12.69 8.85
H -10.05 -11.25 8.65
H -6.68 -16.50 11.69
H -5.94 -18.56 12.90
H -6.45 -21.00 13.50
H -7.85 -22.34 11.74
H -8.74 -21.09 9.85
S -11.43 -18.28 8.57
C -10.99 -19.89 8.13
C -11.79 -21.00 8.61
C -11.44 -22.32 8.37
C -10.31 -22.58 7.62
C -9.58 -21.49 7.18
N -9.88 -20.19 7.45
H -12.68 -20.70 9.18
H -12.14 -23.07 8.80
H -10.01 -23.61 7.39
H -8.70 -21.66 6.56
O -2.73 -22.09 6.69
C -2.21 -20.94 7.39
C -3.38 -19.99 7.54
C -3.41 -18.89 8.44
C -4.45 -18.01 8.35
N -5.51 -18.16 7.56
C -5.49 -19.15 6.68
C -4.49 -20.12 6.72
C -6.35 -19.16 5.51
C -5.88 -19.82 4.35
C -6.73 -20.17 3.31
C -6.33 -21.22 2.30
O -5.96 -22.46 2.93
C -8.07 -19.72 3.40
C -8.44 -18.98 4.53
N -7.60 -18.67 5.55
H -1.98 -22.70 6.54
H -1.45 -20.45 6.80
H -1.75 -21.15 8.35
H -2.62 -18.79 9.19
H -4.48 -17.13 8.97
H -4.53 -21.00 6.07
H -4.86 -20.08 4.31
H -5.46 -20.84 1.75
H -7.17 -21.28 1.59
H -6.66 -23.12 2.78
H -8.79 -19.81 2.59
H -9.47 -18.67 4.62
O -7.17 -15.55 7.58
N -7.10 -14.50 6.89
N -8.19 -14.38 6.06
O -9.03 -15.37 5.88
C -8.15 -13.16 5.43
C -9.22 -12.74 4.57
C -9.08 -11.52 3.92
C -7.95 -10.77 4.07
C -6.89 -11.17 4.93
C -6.99 -12.37 5.62
H -10.18 -13.31 4.48
H -9.86 -11.14 3.26
H -7.85 -9.82 3.52
H -6.04 -10.51 5.17
H -6.21 -12.70 6.32
C -13.24 -14.59 5.90
C -13.68 -15.91 5.25
P -12.30 -17.19 5.28
C -11.34 -16.74 3.78
C -12.13 -16.60 2.47
C -13.05 -18.77 4.71
C -14.45 -18.68 4.12
H -14.05 -14.20 6.53
H -13.09 -13.85 5.12
H -12.28 -14.71 6.46
H -14.17 -15.76 4.25
H -14.49 -16.41 5.88
H -10.53 -17.48 3.71
H -10.85 -15.79 4.01
H -12.50 -17.53 2.05
H -11.44 -16.16 1.73
H -13.00 -15.94 2.53
H -13.03 -19.41 5.60
H -12.38 -19.24 3.99
H -15.28 -18.79 4.87
H -14.53 -19.52 3.41
H -14.65 -17.78 3.56
```

The calculation puts the LUMO energy at 1.723 eV. As for the net charge: -1. For the HOMO-LUMO gap, the calculation gives 0.2042 hartree. The calculation puts the relative energy (zero: lowest compared OMol25 entry of this formula, charge and spin) at 3.09 kcal per mole. As for the HOMO energy: -3.833 eV.

(3)
DFT (ωB97M-V/def2-TZVPD) results for C17H15CdF4N3O4 as an isolated structure.

```
44
C17H15CdF4N3O4 | the Open Molecules 2025 dataset | ωB97M-V/def2-TZVPD
Cd 0.27 -0.35 0.21
C 2.89 1.45 0.06
N 2.16 0.55 -0.84
C 3.07 -0.49 -1.33
C 1.56 1.29 -1.97
C 0.19 1.87 -1.62
N -0.70 0.81 -1.20
C -1.76 0.39 -1.94
C -2.23 -0.93 -1.81
F -1.58 -1.76 -0.94
C -3.28 -1.45 -2.52
F -3.62 -2.73 -2.34
C -3.98 -0.67 -3.43
C -3.57 0.64 -3.56
F -4.23 1.45 -4.40
C -2.52 1.17 -2.84
F -2.25 2.48 -2.98
H 3.75 1.90 -0.45
H 2.24 2.24 0.42
H 3.26 0.89 0.92
H 3.88 -0.06 -1.94
H 3.52 -1.02 -0.49
H 2.52 -1.21 -1.94
H 2.24 2.08 -2.31
H 1.43 0.59 -2.80
H 0.30 2.60 -0.81
H -0.17 2.41 -2.49
H -4.79 -1.07 -4.01
O 0.54 -0.86 4.45
C 0.62 -1.08 3.26
O 0.28 -0.27 2.31
C 1.21 -2.43 2.83
C 1.80 -3.28 3.76
C 2.37 -4.48 3.35
C 2.38 -4.85 2.01
C 1.78 -4.01 1.09
C 1.19 -2.82 1.51
N 1.75 -4.34 -0.33
O 1.18 -3.57 -1.09
O 2.21 -5.41 -0.67
H 1.80 -2.98 4.80
H 2.82 -5.14 4.08
H 2.83 -5.78 1.68
H 0.68 -2.21 0.78
```

The calculation puts the LUMO energy at -1.050 eV. For the HOMO-LUMO gap, the calculation gives 0.2538 hartree. The calculation puts the relative energy (zero: lowest compared OMol25 entry of this formula, charge and spin) at 15.95 kcal per mole. As for the HOMO energy: -7.956 eV.

(4)
DFT (ωB97M-V/def2-TZVPD) results for an isolated ion of composition C6H10NO and charge +1.

```
18
C6H10NO | the Open Molecules 2025 dataset | ωB97M-V/def2-TZVPD
C 1.34 -1.40 0.09
C 0.32 -2.09 -0.74
C 1.17 -0.09 0.40
C -0.69 -1.36 -1.24
C -0.98 0.49 1.23
C 0.07 1.97 -0.36
N -0.04 0.59 0.09
O -1.10 -0.14 -0.89
H 2.02 -2.01 0.64
H 0.51 -3.13 -1.16
H 1.95 0.51 1.00
H -1.21 -1.78 -2.03
H -1.90 1.05 1.06
H -1.21 -0.51 1.24
H -0.45 0.77 2.12
H 1.06 2.37 -0.55
H -0.61 2.03 -1.20
H -0.25 2.73 0.31
```

The calculation puts the LUMO energy (spin up / spin down) at -4.328 / -7.159 eV. As for the net charge: +1. For the HOMO-LUMO gap (spin up / spin down), the calculation gives 0.2659 / 0.3137 hartree. Its spin multiplicity is 3. The calculation puts the relative energy (zero: lowest compared OMol25 entry of this formula, charge and spin) at 41.68 kcal per mole. As for the HOMO energy (spin up / spin down): -11.564 / -15.695 eV.

(5)
DFT (ωB97M-V/def2-TZVPD) results for C19H31BN2O3S as an isolated structure.

```
57
C19H31BN2O3S | the Open Molecules 2025 dataset | ωB97M-V/def2-TZVPD
C 3.11 0.08 4.13
O 3.56 1.01 3.18
C 2.50 1.56 2.40
C 2.18 0.72 1.17
C 3.01 1.06 -0.08
C 2.28 0.80 -1.41
C 2.97 -0.24 -2.31
C 3.10 -1.63 -1.66
C 2.03 -2.64 -2.11
C 0.91 -2.90 -1.07
C -0.52 -2.86 -1.66
C -1.32 -1.59 -1.34
C -1.38 -1.26 0.16
C -2.60 -0.47 0.54
C -3.72 -1.21 1.06
C -4.89 -0.65 1.42
C -5.02 0.75 1.26
N -6.08 1.51 1.54
S -5.67 3.01 1.14
N -4.17 2.79 0.63
C -3.91 1.49 0.74
C -2.68 0.87 0.38
C -1.57 1.76 -0.13
B -2.11 2.93 -1.05
O -2.86 2.64 -2.18
O -1.76 4.24 -0.78
H 2.59 -0.76 3.66
H 3.98 -0.31 4.65
H 2.44 0.54 4.85
H 1.60 1.66 3.02
H 2.81 2.56 2.11
H 1.12 0.82 0.95
H 2.36 -0.33 1.45
H 3.28 2.11 -0.02
H 3.94 0.49 -0.06
H 1.25 0.46 -1.23
H 2.23 1.73 -1.97
H 3.96 0.15 -2.58
H 2.39 -0.33 -3.22
H 3.06 -1.53 -0.57
H 4.09 -2.03 -1.89
H 1.58 -2.30 -3.04
H 2.52 -3.59 -2.32
H 1.02 -2.17 -0.27
H 1.07 -3.87 -0.61
H -0.44 -2.96 -2.74
H -1.08 -3.73 -1.31
H -2.34 -1.73 -1.70
H -0.91 -0.76 -1.92
H -0.49 -0.70 0.44
H -1.36 -2.19 0.71
H -3.62 -2.28 1.17
H -5.72 -1.22 1.81
H -1.00 2.16 0.71
H -0.88 1.15 -0.72
H -2.35 2.45 -2.97
H -2.48 4.73 -0.38
```

The calculation puts the LUMO energy at -0.438 eV. For the HOMO-LUMO gap, the calculation gives 0.3073 hartree. As for the HOMO energy: -8.801 eV.

(6)
DFT (ωB97M-V/def2-TZVPD) results for C26H30BrHgN7OS as an isolated structure.

```
67
C26H30BrHgN7OS | the Open Molecules 2025 dataset | ωB97M-V/def2-TZVPD
Hg -0.07 0.33 -0.39
C -2.09 0.48 3.80
C -1.64 0.15 2.40
N -0.84 0.94 1.71
N -0.60 2.21 2.16
C 0.35 2.98 1.62
N 0.36 4.28 2.06
S 1.49 2.45 0.51
C -2.07 -1.04 1.74
C -2.88 -2.02 2.36
C -3.24 -3.15 1.67
C -2.81 -3.32 0.34
C -2.02 -2.33 -0.21
N -1.66 -1.23 0.44
H -1.34 1.09 4.30
H -2.20 -0.42 4.40
H -3.04 1.01 3.82
H -1.28 2.64 2.78
H -0.54 4.65 2.34
H 0.83 4.91 1.42
H -3.22 -1.89 3.37
H -3.86 -3.90 2.14
H -3.07 -4.19 -0.24
H -1.65 -2.42 -1.22
C 6.34 -4.28 -1.02
C 6.16 -3.30 -2.18
C 7.33 -2.30 -2.15
C 6.21 -4.09 -3.49
C 4.84 -2.53 -2.08
C 3.95 -2.70 -1.04
C 2.78 -1.95 -1.00
Br 1.57 -2.26 0.43
C 2.42 -1.02 -1.98
O 1.33 -0.33 -1.94
C 3.34 -0.85 -3.06
C 4.50 -1.60 -3.07
C 3.02 0.16 -4.16
C 1.72 -0.25 -4.87
C 4.12 0.22 -5.23
C 2.87 1.57 -3.57
H 7.28 -4.82 -1.14
H 5.53 -5.01 -0.99
H 6.37 -3.77 -0.06
H 8.29 -2.83 -2.23
H 7.33 -1.73 -1.23
H 7.27 -1.60 -2.98
H 7.15 -4.64 -3.57
H 6.13 -3.43 -4.36
H 5.38 -4.80 -3.54
H 4.13 -3.40 -0.24
H 5.19 -1.47 -3.89
H 1.82 -1.23 -5.33
H 1.49 0.47 -5.66
H 0.88 -0.27 -4.18
H 4.26 -0.74 -5.73
H 5.08 0.53 -4.81
H 3.83 0.95 -5.98
H 2.08 1.60 -2.83
H 2.64 2.28 -4.36
H 3.81 1.88 -3.10
N -1.35 1.82 -1.74
C -1.41 2.96 -1.96
C -1.51 4.34 -2.15
C -1.62 4.90 -3.44
N -1.72 5.36 -4.49
C -1.50 5.15 -0.99
N -1.49 5.82 -0.04
```

The calculation puts the LUMO energy (spin up / spin down) at 2.393 / 2.273 eV. As for the net charge: -1. For the HOMO-LUMO gap (spin up / spin down), the calculation gives 0.2127 / 0.2668 hartree. Its spin multiplicity is 2. The calculation puts the relative energy (zero: lowest compared OMol25 entry of this formula, charge and spin) at 3.01 kcal per mole. As for the HOMO energy (spin up / spin down): -3.396 / -4.987 eV.

(7)
DFT (ωB97M-V/def2-TZVPD) results for one molecule with the formula C9H5NO.

```
16
C9H5NO | the Open Molecules 2025 dataset | ωB97M-V/def2-TZVPD
C -3.56 -0.25 0.00
C -2.11 -0.24 -0.05
C -1.52 0.98 -0.28
C -0.17 0.51 -0.07
C 1.06 1.33 0.02
C 2.20 0.56 0.24
C 2.36 -0.72 0.27
C 1.19 -1.49 -0.07
C -0.13 -0.94 -0.16
H -2.03 2.10 -0.05
H 0.85 2.28 -0.16
H 3.19 1.14 0.22
H 3.27 -1.25 -0.09
H 1.46 -2.52 -0.16
N -4.67 -0.07 0.34
O -1.38 -1.41 0.00
```

The calculation puts the LUMO energy at -0.277 eV. For the HOMO-LUMO gap, the calculation gives 0.3172 hartree. The calculation puts the relative energy (zero: lowest compared OMol25 entry of this formula, charge and spin) at 59.28 kcal per mole. As for the HOMO energy: -8.908 eV. As for the structure (SMILES): N#Cc1cc2ccccc2o1.

(8)
DFT (ωB97M-V/def2-TZVPD) results for C16H5Br4MnO4S6 as an isolated structure.

```
36
C16H5Br4MnO4S6 | the Open Molecules 2025 dataset | ωB97M-V/def2-TZVPD
Mn -1.46 0.18 -0.51
Br -5.03 -4.23 3.26
C -3.89 -2.83 2.71
C -3.22 -2.05 3.65
Br -3.44 -2.37 5.50
C -2.38 -1.02 3.22
Br -1.43 0.09 4.42
C -2.21 -0.77 1.87
O -1.44 0.18 1.37
C -2.88 -1.56 0.92
O -2.67 -1.25 -0.35
C -3.72 -2.59 1.34
Br -4.58 -3.59 0.00
S -5.30 4.31 -5.09
C -4.43 3.38 -4.07
S -4.33 3.67 -2.37
C -3.26 2.37 -1.95
C -2.87 1.55 -3.02
S -1.84 0.24 -2.87
S -3.52 2.00 -4.57
S -2.75 2.15 -0.34
O 7.41 0.80 -0.50
C 6.63 0.04 0.32
O 7.14 -0.60 1.19
C 5.17 0.08 0.04
C 4.53 1.21 -0.46
C 3.17 1.21 -0.72
C 2.42 0.06 -0.48
S 0.72 0.03 -0.87
C 3.05 -1.08 0.03
C 4.41 -1.06 0.30
H 6.86 1.16 -1.20
H 5.09 2.13 -0.63
H 2.68 2.09 -1.09
H 2.47 -1.96 0.23
H 4.90 -1.93 0.71
```

The calculation puts the LUMO energy (spin up / spin down) at 1.251 / -0.284 eV. As for the net charge: -1. For the HOMO-LUMO gap (spin up / spin down), the calculation gives 0.2370 / 0.1868 hartree. Its spin multiplicity is 4. As for the HOMO energy (spin up / spin down): -5.198 / -5.367 eV.

| no. | molecular weight (g/mol) | total energy (eV) |
| --- | --- | --- |
| 1 | 86.16 | -7704.6987 |
| 2 | 879.61 | -101823.0074 |
| 3 | 513.73 | -45963.4066 |
| 4 | 112.15 | -9908.3011 |
| 5 | 378.35 | -40842.1202 |
| 6 | 769.13 | -124980.7486 |
| 7 | 143.14 | -12947.5000 |
| 8 | 828.17 | -401367.7546 |